Record 1
Entry from the OMol25 dataset: a 5-piece molecular cluster, CH11O5 overall in a non-equilibrium geometry (ωB97M-V/def2-TZVPD).

The relative energy (zero: lowest compared OMol25 entry of this formula, charge and spin) is 18.6 kcal/mol. The largest force on an atom comes out at 0.050 Eh/bohr. Its orbital gap is 8.25 eV. Its molecular weight is 103.09 g/mol.

```
! RIJCOSX wB97M-V def2-TZVPD def2/J DEFGRID3
* xyz -1 1
C -0.20331 0.80033 1.88800
O 0.02945 0.29111 0.57456
H -1.26402 1.00706 2.06703
H 0.37336 0.22383 2.61903
H 0.21189 1.83536 1.91473
H 1.88505 0.79123 -1.03601
H 2.61595 -0.39880 -0.76126
O 2.81507 0.52982 -0.96739
H -0.21352 -1.55406 0.67949
H 0.00175 -2.50747 1.93332
O 0.14455 -2.41659 0.98959
H -1.08771 1.12104 0.00241
H -2.63649 1.03049 -0.56341
O -1.87010 1.59857 -0.49278
H -0.55134 -1.02857 -1.23970
H -0.93113 0.25826 -1.94820
O -0.84423 -0.69114 -2.09251
*
```

Charge distribution, natural (NBO) scheme, values in e: -0.262, -0.993, 0.142, 0.141, 0.132, 0.490, 0.469, -0.963, 0.506, 0.455, -1.001, 0.503, 0.450, -1.056, 0.481, 0.490, -0.983

---

Record 2
Entry from the OMol25 dataset: C6H13DyO3 as an isolated structure in a non-equilibrium geometry (ωB97M-V/def2-TZVPD).

The relative energy (zero: lowest compared OMol25 entry of this formula, charge and spin) is 0.0 kcal/mol. The largest force on an atom comes out at 0.094 Eh/bohr. Its orbital gap (alpha / beta) is 7.34 / 6.08 eV. Its molecular weight is 295.67 g/mol.

```
! RIJCOSX wB97M-V def2-TZVPD def2/J DEFGRID3
* xyz 1 7
C 3.38826 1.54569 -0.31518
O 2.22824 0.76434 -0.21560
C 2.40034 -0.59955 0.28738
C 1.26575 -1.41196 -0.15031
O -0.01964 -1.25460 0.56565
C -1.19167 -1.69313 -0.08266
C -2.31011 -0.74446 0.28066
O -1.93732 0.57073 -0.11822
C -2.98115 1.52270 0.01270
Dy 0.19520 1.17473 0.33288
H 3.12790 2.55870 -0.65005
H 3.86355 1.63090 0.67592
H 4.02757 1.09682 -1.09150
H 2.44170 -0.50706 1.39182
H 1.45334 -2.48882 -0.06854
H -1.45465 -2.70271 0.26803
H -1.05981 -1.73265 -1.17590
H -2.48113 -0.73636 1.36971
H -3.23585 -1.03886 -0.23614
H -2.61412 2.55196 -0.05603
H -3.64741 1.40739 -0.85342
H -3.43785 1.43101 1.00931
H 1.97887 -1.34480 -1.18051
*
```

Charge distribution, Mulliken scheme, values in e: -0.678, -0.037, -1.053, -0.477, -0.352, -0.509, -0.474, -0.093, -0.788, 1.038, 0.294, 0.320, 0.242, 0.316, 0.460, 0.400, 0.327, 0.336, 0.415, 0.337, 0.272, 0.364, 0.342

---

Record 3
Entry from the OMol25 dataset: a 2-piece molecular cluster, C9H14 overall in a non-equilibrium geometry (ωB97M-V/def2-TZVPD).

The relative energy (zero: lowest compared OMol25 entry of this formula, charge and spin) is 11.6 kcal/mol. The largest force on an atom comes out at 0.032 Eh/bohr. Its orbital gap is 10.06 eV. Its molecular weight is 122.21 g/mol.

```
! RIJCOSX wB97M-V def2-TZVPD def2/J DEFGRID3
* xyz 0 1
C -1.32001 1.34950 -0.37621
C 0.18889 1.33319 -0.25881
C 0.87608 2.25057 0.54775
C 2.17991 1.97198 0.91956
C 2.88433 0.92316 0.32866
C 2.25622 0.14584 -0.62759
C 0.89631 0.32173 -0.89213
H -1.60047 0.86943 -1.31266
H -1.77243 2.34016 -0.36754
H -1.66616 0.78709 0.49216
H 0.36926 3.13377 0.91382
H 2.75995 2.74416 1.41772
H 3.93919 0.77176 0.51519
H 2.79473 -0.69888 -1.04145
H 0.42066 -0.34916 -1.59532
C -0.93617 -2.33473 0.42445
C -2.35998 -2.16644 -0.10637
H -1.00344 -2.22772 1.51406
H -0.48956 -3.23401 0.00576
H -0.22595 -1.52588 0.23264
H -2.98027 -3.03624 0.11096
H -2.36383 -2.06317 -1.19500
H -2.84725 -1.30614 0.35035
*
```

Charge distribution, natural (NBO) scheme, values in e: -0.631, 0.004, -0.220, -0.206, -0.224, -0.203, -0.233, 0.215, 0.217, 0.221, 0.211, 0.211, 0.212, 0.211, 0.214, -0.622, -0.605, 0.206, 0.206, 0.214, 0.204, 0.197, 0.200

---

Record 4
Entry from the OMol25 dataset: a 2-piece molecular cluster, C4H13N2O overall in a non-equilibrium geometry (ωB97M-V/def2-TZVPD).

The relative energy (zero: lowest compared OMol25 entry of this formula, charge and spin) is 34.8 kcal/mol. The largest force on an atom comes out at 0.036 Eh/bohr. Its orbital gap (alpha / beta) is 3.96 / 10.82 eV. Its molecular weight is 105.16 g/mol.

```
! RIJCOSX wB97M-V def2-TZVPD def2/J DEFGRID3
* xyz 0 2
C -1.04580 -1.71841 -2.28065
C -0.00577 -2.01809 -1.25590
N -0.35841 -1.46872 0.09570
H -0.75582 -2.01393 -3.29574
H -2.03142 -2.14900 -2.08210
H -1.32675 -0.67081 -2.43869
H 0.20628 -3.07795 -1.12255
H 0.97899 -1.60748 -1.47339
H -0.40436 -0.40502 0.08553
H 0.36487 -1.72692 0.80457
H -1.26317 -1.87550 0.42255
C 1.20968 1.52050 0.38660
N -0.15801 1.35610 0.38387
C -1.02249 1.36123 1.55255
O 1.90596 1.57385 1.36343
H 1.59563 1.63525 -0.63519
H -0.55325 1.67065 -0.49283
H -0.67232 0.68510 2.33669
H -2.00702 1.02897 1.21421
H -1.07520 2.34694 2.01672
*
```

Charge distribution, natural (NBO) scheme, values in e: -0.664, -0.324, -1.059, 0.225, 0.229, 0.213, 0.220, 0.206, 0.414, 0.308, 0.261, 0.525, -0.665, -0.476, -0.563, 0.111, 0.396, 0.226, 0.207, 0.209

---

Record 5
Entry from the OMol25 dataset: a 12-piece molecular cluster, C5H35NO11S overall in a non-equilibrium geometry (ωB97M-V/def2-TZVPD).

The relative energy (zero: lowest compared OMol25 entry of this formula, charge and spin) is 25.1 kcal/mol. The largest force on an atom comes out at 0.087 Eh/bohr. Its orbital gap is 8.70 eV. Its molecular weight is 317.40 g/mol.

```
! RIJCOSX wB97M-V def2-TZVPD def2/J DEFGRID3
* xyz 0 1
C 3.44036 0.17792 0.92782
N 2.58643 -0.86968 1.52424
C 1.18170 -0.63593 1.24729
C 0.66168 0.64936 1.85393
C 0.28293 -1.80861 1.64209
C 0.60258 -3.11548 0.88562
S 0.01049 -4.55315 1.91374
H 2.87203 0.67557 0.14196
H 4.39490 -0.21175 0.63920
H 3.65521 0.93547 1.69425
H 2.84627 -0.92496 2.48634
H 1.12667 -0.51351 0.16525
H 0.89335 0.76652 2.90226
H -0.42619 0.70136 1.85196
H 0.73269 1.56068 1.29474
H -0.74290 -1.60887 1.33984
H 0.29910 -1.90577 2.73436
H 1.64456 -3.32428 0.84485
H 0.24266 -3.00186 -0.12761
H 0.16315 -3.93681 3.08739
O 0.33562 3.44882 2.47181
H -0.49140 3.82175 2.18930
H 0.20702 3.24081 3.43981
O -2.03033 -0.17860 -1.70181
H -1.75221 -0.87983 -1.13592
H -1.70665 -0.38808 -2.55843
O -4.08395 -1.71249 -0.07551
H -3.43608 -0.98769 -0.39150
H -3.60389 -2.40219 0.45235
O -2.95968 2.44694 -1.67226
H -3.89447 2.56382 -2.00702
H -2.38313 1.70340 -2.00995
O 3.73389 -2.28443 -1.87946
H 3.68569 -1.76192 -1.09244
H 4.73456 -2.28869 -2.06063
O -2.68898 0.75052 1.93943
H -3.61296 0.89068 2.22133
H -2.59612 1.20099 1.14185
O -2.21017 3.91694 1.92675
H -2.30031 4.20972 0.96288
H -2.52827 3.04053 1.87819
O -0.87596 -2.58302 -2.53755
H 0.04263 -2.36149 -2.79984
H -0.70048 -3.41528 -2.05816
O -1.46404 4.49357 -0.69180
H -0.54746 4.41108 -0.42850
H -1.68767 3.85519 -1.39819
O 0.34262 1.11776 -3.31179
H 0.53526 0.13011 -3.26491
H 1.12333 1.36452 -3.68913
O 1.76533 -1.37515 -3.55036
H 2.46163 -1.59471 -2.92536
H 2.11895 -1.44983 -4.43269
*
```

Charge distribution, natural (NBO) scheme, values in e: -0.427, -0.652, -0.056, -0.669, -0.398, -0.489, -0.074, 0.202, 0.179, 0.193, 0.358, 0.176, 0.201, 0.236, 0.251, 0.211, 0.200, 0.219, 0.204, 0.121, -0.983, 0.493, 0.465, -0.966, 0.487, 0.494, -0.965, 0.485, 0.475, -1.024, 0.501, 0.528, -0.955, 0.489, 0.491, -0.943, 0.482, 0.469, -0.974, 0.511, 0.465, -0.967, 0.491, 0.474, -0.983, 0.480, 0.513, -0.955, 0.486, 0.457, -1.002, 0.510, 0.486

---

Record 6
Entry from the OMol25 dataset: one molecule with the formula C5H5NO in a non-equilibrium geometry (ωB97M-V/def2-TZVPD).

The relative energy (zero: lowest compared OMol25 entry of this formula, charge and spin) is 56.3 kcal/mol. The largest force on an atom comes out at 0.022 Eh/bohr. Its orbital gap is 11.70 eV. Its molecular weight is 95.10 g/mol.

```
! RIJCOSX wB97M-V def2-TZVPD def2/J DEFGRID3
* xyz 0 1
C -1.14498 -0.88947 -1.92919
C -0.53824 -0.54318 -0.95009
C 0.19370 -0.13900 0.26955
C -0.25933 1.24021 0.75117
O -0.03899 -1.03348 1.33532
C 1.65194 -0.10424 -0.04792
N 2.78666 -0.09345 -0.26970
H -1.68079 -1.19222 -2.80267
H -0.08216 1.99449 -0.01843
H -1.32656 1.19060 0.97859
H 0.29213 1.50087 1.65777
H 0.14662 -1.93112 1.02561
*
```

Charge distribution, natural (NBO) scheme, values in e: -0.183, -0.042, 0.091, -0.588, -0.666, 0.254, -0.291, 0.247, 0.229, 0.233, 0.233, 0.483